Density functional theory data (ωB97M-V/def2-TZVPD) for C3H9NO in the gas phase at a distorted geometry.

Bonds (Å) are listed after each position.
Element x y z (Å)
1 C -0.64454 -1.68438 -1.03906  N2 1.491, H6 1.095, H7 1.091, H8 1.087
2 N -0.70753 -0.81828 0.17281  C1 1.491, C3 1.442, H9 1.016
3 C -0.64878 0.56382 -0.23555  N2 1.442, O4 1.418, H10 1.100, H11 1.099
4 O 0.59458 1.21967 -0.05050  C3 1.418, C5 1.433
5 C 1.26409 1.28737 1.21520  O4 1.433, H12 1.089, H13 1.095, H14 1.086
6 H 0.11463 -1.30473 -1.73100  C1 1.095
7 H -0.59756 -2.76576 -0.90327  C1 1.091
8 H -1.56953 -1.48246 -1.57215  C1 1.087
9 H 0.15443 -0.93822 0.69623  N2 1.016
10 H -0.88671 0.71074 -1.29922  C3 1.100
11 H -1.37261 1.22766 0.25856  C3 1.099
12 H 1.22440 0.34688 1.76302  C5 1.089
13 H 0.79232 2.09367 1.78680  C5 1.095
14 H 2.28280 1.54402 0.93813  C5 1.086

HOMO energy in eV: -9.2
Lowest unoccupied orbital energy in eV: 1.1
SMILES: CNCOC
Orbital gap in eV: 10.268
E in eV: -6793.11456
ΔE to the lowest compared entry with this formula, charge and spin in kJ/mol: 187.3